{"formula": "C3H10O3", "method": "the ωB97M-V functional and the def2-TZVPD basis", "energy_ev": -9414.5812, "largest_force_ha_per_bohr": 0.0367, "multiplicity": 1, "smiles": "C=CCO.O.O", "homo_lumo_gap_ev": 10.50, "charge": 0, "mol_weight_g_mol": 94.11, "symbols": ["C", "O", "C", "C", "H", "H", "H", "H", "H", "H", "H", "H", "O", "H", "H", "O"], "coordinates": [[-1.3774, 1.1566, 1.3058], [-0.5880, 2.2265, 0.7605], [-1.7102, 0.1322, 0.2759], [-2.0876, -1.0969, 0.5540], [-2.2963, 1.6605, 1.6162], [-0.8621, 0.7951, 2.1580], [0.3038, 1.9182, 0.5711], [-1.6870, 0.5020, -0.7454], [-2.3255, -1.8885, -0.1408], [-2.1172, -1.4877, 1.5685], [2.7926, -0.6096, -1.9545], [2.9168, -1.0008, -3.4533], [3.0808, -1.3029, -2.5583], [1.5352, -0.8249, -0.3509], [2.4590, -0.1886, 0.5984], [1.9631, 0.0088, -0.2050]], "forces_ev_per_angstrom": [[-0.0286, 1.5537, -1.0739], [-0.1822, 0.0396, -0.0314], [-0.0582, 0.0251, -0.2447], [0.1521, -1.1578, 0.5819], [0.0296, -0.1289, 0.1629], [0.2140, -0.8412, 0.9719], [-0.0200, -0.2534, -0.0447], [0.0243, -0.0569, 0.0070], [-0.1152, 0.3626, -0.5601], [0.0660, 0.3769, 0.1630], [0.0558, 0.2429, -0.0841], [-0.0618, 0.1597, 0.0053], [0.0789, -0.3441, 0.0658], [-0.7612, -0.7295, -0.3668], [0.2239, 0.3326, -0.0061], [0.3827, 0.4186, 0.4539]], "lowdin_charge": [-0.258, -0.086, -0.173, -0.010, 0.125, 0.105, 0.058, 0.110, 0.050, 0.059, -0.012, 0.032, -0.065, 0.036, 0.064, -0.034]}



{"formula": "C25H29B2Cl3F4N9O6STi", "method": "the ωB97M-V functional and the def2-TZVPD basis", "energy_ev": -135837.6217, "largest_force_ha_per_bohr": 0.0103, "multiplicity": 1, "homo_lumo_gap_ev": 6.74, "charge": 1, "mol_weight_g_mol": 835.47, "symbols": ["Ti", "C", "C", "N", "O", "B", "F", "F", "O", "N", "C", "C", "C", "N", "O", "B", "F", "F", "O", "N", "C", "C", "C", "H", "H", "H", "H", "H", "H", "H", "H", "H", "H", "H", "H", "Cl", "C", "C", "C", "Cl", "C", "O", "C", "Cl", "C", "H", "H", "N", "C", "S", "N", "C", "C", "C", "C", "C", "C", "H", "H", "H", "H", "H", "H", "H", "H", "C", "N", "C", "C", "O", "N", "C", "N", "H", "H", "H", "H", "H", "H", "H"], "coordinates": [[0.0858, -0.0100, 0.5437], [-2.8800, 1.9338, 3.2496], [-1.8140, 1.6033, 2.2717], [-1.7766, 0.5293, 1.5717], [-2.7504, -0.3705, 1.7992], [-3.3168, -0.9984, 0.5491], [-4.1490, -1.9906, 0.9327], [-3.8884, 0.0019, -0.2286], [-2.1815, -1.6225, -0.2441], [-1.3844, -0.6713, -0.7584], [-1.5575, -0.2318, -1.9427], [-2.6007, -0.6924, -2.8839], [-0.5923, 0.8604, -2.2595], [0.2313, 1.0870, -1.3032], [1.1764, 2.0320, -1.5057], [1.0784, 3.2625, -0.6367], [-0.1514, 3.8613, -0.8606], [2.1740, 4.0171, -0.9372], [1.1846, 2.9061, 0.8240], [0.1662, 2.0779, 1.1765], [-0.7019, 2.5491, 1.9840], [-0.6364, 3.9063, 2.5788], [-0.6475, 1.6049, -3.5372], [-3.5266, 1.0794, 3.4145], [-3.4787, 2.7649, 2.8695], [-2.4318, 2.2551, 4.1910], [-3.1178, -1.5536, -2.4738], [-2.1398, -0.9399, -3.8407], [-3.3261, 0.1083, -3.0416], [-0.1969, 4.6030, 1.8702], [0.0119, 3.8644, 3.4588], [-1.6181, 4.2534, 2.8879], [-0.5351, 0.9075, -4.3696], [0.1264, 2.3630, -3.5730], [-1.6282, 2.0774, -3.6275], [3.4551, -5.2186, 4.2928], [2.6293, -4.1794, 3.1876], [1.5978, -3.3765, 3.6519], [0.9572, -2.5540, 2.7498], [-0.3330, -1.5159, 3.2251], [1.3072, -2.5193, 1.3992], [0.6151, -1.7216, 0.5678], [2.3524, -3.3290, 0.9712], [2.8292, -3.2826, -0.6899], [3.0145, -4.1612, 1.8578], [1.3070, -3.3913, 4.6920], [3.8222, -4.7896, 1.5121], [0.9682, -4.0957, -4.3601], [1.7228, -3.0434, -4.0136], [1.0034, -1.6380, -3.4346], [3.0560, -3.2245, -4.1270], [4.0711, -2.2455, -3.9201], [4.0414, -1.0294, -4.5917], [5.0660, -0.1169, -4.3947], [6.1295, -0.4245, -3.5517], [6.1632, -1.6512, -2.9026], [5.1289, -2.5609, -3.0789], [-0.0254, -4.0327, -4.2273], [1.3480, -4.9191, -4.7963], [3.3836, -4.1560, -4.3350], [3.2223, -0.8048, -5.2598], [5.0445, 0.8300, -4.9176], [6.9388, 0.2822, -3.4213], [6.9962, -1.9057, -2.2604], [5.1423, -3.5130, -2.5628], [5.4396, 1.6229, -0.4180], [4.2252, 1.2128, 0.2563], [3.9158, 1.4608, 1.6524], [2.5624, 0.7985, 1.7638], [1.8547, 0.6770, 2.7439], [2.1858, 0.3364, 0.5298], [3.2220, 0.5464, -0.3208], [3.2759, 0.1035, -1.5562], [6.0235, 2.2327, 0.2657], [5.2018, 2.2268, -1.2956], [6.0406, 0.7610, -0.7159], [3.8211, 2.5252, 1.8737], [4.6433, 1.0051, 2.3260], [2.5055, -0.4074, -1.9822], [4.0833, 0.2835, -2.1340]], "forces_ev_per_angstrom": [[0.1320, 0.3008, -0.4138], [-0.0138, -0.0098, -0.0004], [0.0382, 0.0599, -0.0381], [0.0400, -0.0824, 0.1344], [0.0052, -0.0498, -0.0191], [0.0058, 0.0273, 0.0474], [0.0035, -0.0087, 0.0010], [0.0084, 0.0109, -0.0125], [-0.0042, -0.0101, -0.0482], [-0.1140, 0.0231, -0.0422], [0.0229, -0.0101, 0.0583], [0.0194, 0.0193, -0.0233], [-0.0102, -0.0109, 0.0045], [0.0601, 0.0330, -0.0551], [0.0026, 0.0135, 0.0212], [0.0193, 0.0212, 0.0428], [-0.0119, -0.0023, -0.0048], [0.0037, -0.0018, -0.0049], [-0.0110, -0.0432, -0.0583], [-0.0645, 0.0955, 0.0391], [-0.0723, -0.0711, 0.0135], [0.0059, 0.0103, -0.0407], [-0.0072, -0.0123, 0.0097], [0.0025, -0.0016, -0.0005], [-0.0090, -0.0071, 0.0020], [0.0015, 0.0086, -0.0033], [0.0014, -0.0097, -0.0050], [-0.0099, 0.0041, -0.0035], [0.0014, 0.0051, 0.0110], [0.0015, -0.0095, -0.0023], [-0.0007, 0.0317, 0.0036], [-0.0022, -0.0077, 0.0101], [0.0005, -0.0035, 0.0016], [-0.0025, 0.0042, -0.0032], [0.0030, 0.0000, -0.0148], [0.0001, 0.0037, -0.0029], [-0.0032, 0.0048, 0.0064], [0.0128, -0.0079, 0.0016], [0.0232, 0.0009, -0.0736], [0.0133, -0.1359, 0.2227], [-0.0577, 0.0084, 0.0367], [-0.0534, -0.1698, 0.2451], [0.0014, 0.0135, -0.0491], [-0.0319, -0.0004, 0.0710], [0.0157, -0.0144, 0.0040], [-0.0057, 0.0043, -0.0021], [-0.0021, 0.0011, -0.0038], [-0.0026, -0.0150, -0.0194], [-0.0243, 0.0085, 0.1158], [0.0085, 0.0614, -0.0466], [0.0042, 0.0399, -0.0612], [-0.0098, -0.0137, 0.0090], [-0.0296, -0.0286, -0.0034], [0.0330, 0.0083, 0.0038], [-0.0066, -0.0052, -0.0013], [-0.0184, -0.0165, 0.0053], [0.0631, 0.0597, -0.0127], [0.0029, 0.0071, -0.0110], [-0.0007, -0.0045, 0.0126], [0.0004, -0.0004, 0.0084], [-0.0066, 0.0000, -0.0032], [0.0039, 0.0052, -0.0189], [0.0079, -0.0005, -0.0097], [-0.0085, 0.0004, 0.0024], [0.0046, 0.0070, -0.0154], [0.0017, -0.0167, 0.0027], [-0.0087, -0.0147, 0.0147], [0.0279, -0.0099, -0.0068], [-0.0525, -0.0413, 0.0206], [-0.0546, -0.0060, -0.0369], [0.0821, 0.0175, 0.0003], [0.0059, -0.0018, -0.0213], [0.0184, -0.0356, 0.0176], [-0.0004, 0.0082, -0.0068], [0.0033, 0.0113, 0.0030], [-0.0068, -0.0029, 0.0036], [-0.0058, 0.0026, -0.0052], [-0.0040, -0.0055, -0.0018], [0.0375, -0.0199, 0.0149], [-0.0240, -0.0238, -0.0152]], "lowdin_charge": [1.214, 0.033, -0.194, -0.040, 0.027, -1.081, 0.221, 0.167, 0.080, -0.060, -0.240, 0.028, -0.240, -0.002, 0.030, -1.095, 0.173, 0.197, 0.046, -0.030, -0.190, 0.044, 0.032, 0.096, 0.113, 0.108, 0.104, 0.088, 0.116, 0.102, 0.120, 0.090, 0.089, 0.100, 0.116, 0.713, -0.656, -0.095, -0.535, 0.884, -0.386, -0.216, -0.556, 0.788, -0.113, 0.119, 0.112, 0.111, -0.849, 0.735, 0.058, -0.283, -0.048, -0.081, -0.103, -0.075, -0.051, 0.101, 0.117, 0.156, 0.110, 0.115, 0.110, 0.112, 0.102, 0.004, -0.055, 0.005, -0.459, 0.063, 0.076, -0.354, 0.265, 0.103, 0.105, 0.088, 0.152, 0.150, 0.013, 0.085]}



{"formula": "C6H7N3", "method": "the ωB97M-V functional and the def2-TZVPD basis", "energy_ev": -10797.9844, "largest_force_ha_per_bohr": 0.0823, "multiplicity": 1, "homo_lumo_gap_ev": [5.94, 5.94], "charge": 0, "mol_weight_g_mol": 121.14, "symbols": ["C", "C", "C", "C", "C", "C", "N", "N", "N", "H", "H", "H", "H", "H", "H", "H"], "coordinates": [[-2.0789, 1.2213, -0.4161], [1.6950, -1.2175, 0.0259], [0.1597, 0.4482, 0.0165], [1.4982, 0.2214, -0.0011], [-0.4967, -0.8353, -0.2260], [-2.5116, 0.0094, 0.3447], [-1.7319, -1.1390, -0.0129], [0.5195, -1.8193, -0.0841], [2.6130, 1.0765, 0.0260], [-2.1100, 2.2227, 0.0951], [2.5548, -1.7576, -0.0771], [-2.5357, 0.1115, 1.4649], [-3.5524, -0.2519, 0.0094], [0.4601, -2.8014, -0.4275], [3.1643, 0.5761, 0.6330], [2.5914, 2.0259, 0.4222]], "forces_ev_per_angstrom": [[1.8111, 0.6913, 0.1421], [-2.8055, 2.9358, -1.1844], [-2.9545, 1.2002, -0.9759], [-0.0328, -0.7601, 0.0705], [-0.6049, 0.2186, 2.4043], [-1.0774, 0.4559, -0.6228], [1.5565, -0.5735, 0.4740], [0.3079, -2.4867, -1.4115], [-0.5379, 0.9282, -0.5175], [-0.1233, -1.0328, 0.1039], [2.3071, -1.3560, 0.3397], [0.1848, -0.4327, -0.8352], [0.5264, 0.5607, 0.3814], [-0.1772, 1.1834, 0.6359], [2.6527, -0.8515, 1.4676], [-1.0331, -0.6811, -0.4722]], "lowdin_charge": [0.077, 0.029, 0.071, -0.338, -0.365, -0.406, 0.103, 0.084, 0.080, -0.011, 0.107, 0.131, 0.121, 0.178, 0.033, 0.106]}



{"formula": "C4H9NO2", "method": "the ωB97M-V functional and the def2-TZVPD basis", "energy_ev": -9878.6359, "largest_force_ha_per_bohr": 0.0332, "multiplicity": 1, "smiles": "CCC(=O)NCO", "homo_lumo_gap_ev": 10.31, "charge": 0, "mol_weight_g_mol": 103.12, "symbols": ["O", "C", "N", "C", "O", "C", "C", "H", "H", "H", "H", "H", "H", "H", "H", "H"], "coordinates": [[-0.0493, 0.5249, 2.3944], [-0.2182, 0.4215, 1.1934], [0.3972, 1.2480, 0.2938], [0.4270, 1.0023, -1.1373], [1.1168, 2.0572, -1.7339], [-1.0525, -0.7406, 0.6979], [-0.0749, -1.8682, 0.2529], [0.9831, 1.9674, 0.6844], [0.9803, 0.0392, -1.2570], [-0.5335, 0.8795, -1.6662], [0.7102, 2.9240, -1.6441], [-1.5885, -1.2053, 1.5416], [-1.8211, -0.5802, -0.0513], [0.9919, -1.6868, 0.5138], [-0.2807, -2.8150, 0.7155], [0.0123, -2.1678, -0.7979]], "forces_ev_per_angstrom": [[0.1609, 0.4691, 0.0169], [-0.3142, -0.0641, 0.5076], [-1.4863, -0.5358, 0.2072], [0.4485, -0.2320, -0.0554], [1.1753, -0.2357, -0.5692], [0.3158, -1.6731, -0.1092], [1.4208, -0.3731, -0.5455], [0.1891, -0.0439, -0.1270], [-0.0431, 0.9630, -0.6015], [-0.1655, 0.0248, 0.8711], [-0.5025, -0.3187, 0.2087], [0.2718, 0.8518, -0.0376], [0.1875, 0.5317, -0.3240], [-0.6918, 0.2808, 0.1688], [-0.4125, -0.3266, 0.5703], [-0.5537, 0.6818, -0.1812]], "lowdin_charge": [0.050, -0.519, 0.089, -0.271, -0.035, -0.143, -0.106, 0.147, 0.126, 0.131, 0.097, 0.116, 0.104, 0.091, 0.057, 0.067]}



Q: Which energy relative to the best compared isomer or geometry (same formula, charge and spin) values were calculated for the entries above? A: 21.9 7.2 171.7 32.9, in kcal per mole.